1.
DFT (ωB97M-V/def2-TZVPD) results for C40H41BrIN5PdS as an isolated structure at a distorted geometry.

total charge	+2
2S+1	1
LUMO (spin up / spin down)	-8.1 / -7.9	eV

Structure (XYZ):
```
90
Properties=species:S:1:pos:R:3:lowdin_charge:R:1
C 4.9402 0.5717 3.6360 -0.02
H 3.5157 0.6693 -1.9618 0.06
C -3.4657 -2.5092 -2.1000 -0.07
C -0.1243 -0.0673 2.5019 -0.24
H -4.3591 -3.4094 -3.8131 0.12
H 1.8608 1.6637 -3.2845 0.04
C -0.4026 1.0024 3.5628 -0.15
H 3.8985 -0.8838 4.7221 0.13
H 1.5938 4.9882 -2.1828 0.11
H -2.7903 2.1850 2.9454 0.13
H 4.6726 2.4374 0.8148 0.12
C 2.6297 -0.2498 3.2009 0.03
C -1.2516 -5.5133 1.4449 -0.05
C 1.1369 -4.0124 -3.3823 -0.14
H 3.3129 -5.2409 -0.4527 0.11
Br 3.2685 -2.3476 -0.2047 0.78
C 3.1494 2.7725 -1.9510 -0.15
H -2.9893 4.0263 -0.1024 0.11
C 0.1774 6.2800 -1.3884 -0.03
C -2.8405 -3.7173 1.3373 -0.07
C -0.6538 2.4027 3.0124 -0.19
H -6.5169 -2.2841 -3.5023 0.12
C -4.8801 -0.9986 -0.8577 -0.08
H 0.1010 -1.0389 2.9715 0.12
C -2.0488 4.4642 -0.4102 0.03
H 3.9387 3.0251 -2.6595 0.13
H -1.2560 0.6723 4.1576 0.13
H 0.8513 7.0858 -1.6593 0.13
H 2.3101 -6.8588 -1.9979 0.12
H 1.8925 -0.9088 3.6338 0.11
H 0.9158 -6.0784 -3.8757 0.12
H -0.5975 3.1010 3.8479 0.12
C 4.3175 1.6724 1.4941 0.04
H -0.9948 -6.5082 1.7653 0.12
C -1.0289 6.6692 -0.8847 -0.06
C -1.9942 2.6089 2.3224 -0.16
H 0.6408 -5.1644 0.5098 0.10
C 2.1812 0.3944 2.0100 -0.22
C 3.1010 1.0569 1.0701 -0.23
C -5.7138 -2.0980 -2.8119 -0.04
H -1.0178 -0.2300 1.8885 0.04
H -1.0734 -1.0651 -1.6280 -0.07
H -3.8085 -3.3085 1.5653 0.12
C 2.6946 -4.9032 -1.2693 -0.14
N -1.0648 2.3347 0.0491 0.02
H -2.5231 -3.0221 -2.2127 0.12
H 0.4495 1.0478 4.2443 0.11
C 3.5546 1.4997 -1.2418 -0.27
H -2.1546 0.8991 1.0136 0.02
C -0.6626 -3.4835 0.3236 -0.08
C -2.0603 5.8428 -0.5476 -0.03
C 3.8302 -0.2251 3.8653 -0.03
C 1.8352 2.6148 -2.7194 -0.25
C 5.1025 1.4784 2.6049 -0.04
S -2.3536 -1.2992 0.1268 1.06
C -1.9153 -2.9821 0.6198 -0.38
C -2.1368 1.9865 0.9383 -0.25
H -3.0010 6.3361 -0.3307 0.13
N 2.6760 1.1245 -0.1853 -0.01
H -3.1125 2.2655 0.5007 0.12
C 0.6383 5.0022 -1.6755 0.02
C 2.1315 -5.8084 -2.1392 -0.06
C 1.7024 -3.0817 -2.5076 -0.67
C 1.3508 -5.3689 -3.1911 -0.06
H -5.0188 -0.3299 -0.0268 0.11
C -0.3351 -4.7598 0.7396 -0.05
N 0.6900 2.5738 -1.8536 -0.02
H 0.0408 -2.8738 -0.2136 0.07
C -4.4969 -2.7321 -2.9902 -0.05
H -2.1970 3.6839 2.2488 0.11
H -3.2109 -5.5847 2.3010 0.12
H 0.5475 -3.6732 -4.2124 0.09
H -6.8585 -0.7513 -1.6137 0.12
C 0.1230 3.7419 -1.3908 -0.20
H 1.7185 3.4094 -3.4676 0.13
H 0.1601 2.6844 2.3282 0.11
I 1.3973 -1.0171 -2.9070 1.12
C 2.4781 -3.5396 -1.4441 -0.73
H 3.0783 3.5967 -1.2378 0.12
H 5.9901 2.0959 2.6645 0.12
N -1.1013 -0.6985 -0.6795 -0.41
C -3.6692 -1.6362 -1.0438 -0.38
C -1.0094 3.5360 -0.5423 -0.21
H 4.5990 1.5578 -0.9019 0.12
H -1.2071 7.7314 -0.7962 0.13
H 5.7490 0.4978 4.3469 0.12
C -5.9077 -1.2363 -1.7503 -0.05
N 0.9086 0.3598 1.6246 0.00
Pd 0.4540 0.8446 -0.4983 0.95
C -2.5021 -4.9951 1.7464 -0.05
```

=====

2.
DFT (ωB97M-V/def2-TZVPD) results for one molecule with the formula C15H24N2O2.

total charge	0
2S+1	1
structure (SMILES)	CCC(C#CCN1CCOCC1)(CC)OCCC#N
energy above the lowest of the compared OMol25 structures with the same formula, charge and spin	543.22	kJ/mol
LUMO	0.7	eV

Structure (XYZ):
```
43
Properties=species:S:1:pos:R:3:lowdin_charge:R:1
C -0.6050 -2.1624 -0.7497 -0.17
H 2.7129 -0.8187 0.2570 0.12
H 3.5483 -0.4285 1.7864 0.13
C 2.6987 1.6985 -0.6211 -0.17
N -4.8249 3.4399 -0.3479 0.15
H 1.9817 1.0689 -1.1756 0.13
H -4.3994 0.6763 -1.7422 0.13
H 5.4459 0.5369 0.5620 0.13
H -0.9990 -3.8530 -2.0171 0.07
H 0.0745 -1.7353 -1.4901 0.12
H 5.1445 -1.1185 -0.0492 0.13
H -3.2935 -1.0289 2.8707 0.08
H -2.0105 1.4429 0.0388 0.12
H 2.3289 2.7265 -0.6097 0.13
C -3.9877 1.0408 -0.7974 -0.14
H -2.1289 1.6417 -1.7199 0.14
H 1.8845 1.0782 2.5683 0.13
C -1.5637 -3.1170 -1.4498 -0.09
O 4.5984 0.3515 -1.3059 -0.13
H -2.1903 -3.6444 -0.7352 0.07
C -1.3191 -0.9834 -0.0487 -0.48
H -1.6580 -0.3792 2.7389 0.07
H -3.2534 -1.7347 0.5030 0.12
C -2.5790 -0.5669 2.1918 -0.08
C 0.5383 0.5729 1.0483 0.03
C -0.2823 -0.1612 0.5694 0.03
H -0.0081 -2.6971 -0.0077 0.12
N 2.8645 1.2418 0.7486 -0.17
H -2.9834 0.3918 1.8779 0.06
H -2.1995 -2.5629 -2.1344 0.08
C 3.3984 -0.1095 0.7523 -0.17
H 1.3627 2.4308 1.5408 0.13
C -2.4461 1.0193 -0.8733 -0.20
H -4.3408 0.3906 0.0070 0.11
C 4.7389 -0.1076 0.0174 -0.20
H 3.9615 1.9328 -2.3702 0.13
H 4.7455 2.3462 -0.8149 0.13
H -1.9189 -2.4390 1.4158 0.12
C 1.6510 1.3741 1.5397 -0.19
C 4.0574 1.6514 -1.3203 -0.20
C -2.3174 -1.5045 1.0156 -0.16
O -1.9640 -0.2760 -1.1152 -0.09
C -4.4640 2.3748 -0.5540 -0.24
```

=====

3.
DFT (ωB97M-V/def2-TZVPD) results for C40H48Cl3GeHfN4O2P2Se as an isolated structure.

total charge	0
2S+1	2
energy above the lowest of the compared OMol25 structures with the same formula, charge and spin	32.15	kJ/mol
LUMO (spin up / spin down)	-0.7 / -1.1	eV

Structure (XYZ):
```
102
Properties=species:S:1:pos:R:3:lowdin_spin:R:1
N 3.3312 -1.9064 -6.6036 0.00
C 3.6785 2.5663 -0.2213 0.00
Ge 1.3246 -3.5727 0.9475 0.22
O 6.8353 -0.5323 -2.4979 0.00
C 0.4893 0.0252 3.4370 0.00
C 1.7573 1.4794 -4.1969 0.00
H 2.0921 2.4462 -4.5449 0.00
C 1.8757 0.3616 -4.9763 0.00
H -4.9448 0.2376 0.7740 0.00
Cl 0.1636 -5.3015 0.0956 0.16
C -4.1426 0.5884 1.4103 0.00
H 1.4738 -0.8457 5.1112 0.00
Se 2.6664 -1.5233 0.0204 0.32
N 0.7702 0.2279 -2.4161 0.00
Cl -0.6385 -2.2004 1.4614 0.01
C 0.8834 -3.2197 -4.6943 0.00
Hf 0.3207 -0.4610 -0.1841 0.08
H -3.9620 -3.2961 -0.9493 0.00
C 5.9508 -0.9422 -3.4391 0.00
H 5.4477 3.7376 0.1163 0.00
C 0.6064 0.7845 2.2593 0.00
C 1.5888 -0.2337 4.2263 0.00
C 2.8447 0.2462 3.8664 0.00
C -1.7671 0.9938 1.7544 0.00
N -0.4461 0.9024 1.3118 0.00
C 1.2202 1.3643 -2.9083 0.00
C -3.3772 -2.4872 -0.5063 0.00
C 6.9115 -1.2875 -1.2976 0.00
C 1.5898 4.1788 2.3914 0.00
H -2.3673 -2.8522 -0.3500 0.00
C 4.6431 3.3014 0.7125 0.00
C 4.1720 -1.6108 -5.4802 0.00
C 0.3047 -3.2260 -3.4144 0.00
H -5.5076 -0.8183 -1.0690 0.00
C -2.0998 1.5049 3.0194 0.00
H -0.7013 3.6722 0.8899 0.00
C 1.4108 -0.8767 -4.4901 0.00
H -5.4577 1.0230 3.0486 0.00
O -0.2067 -2.0157 -1.4302 0.00
H -5.2081 -1.9042 -2.4155 0.00
H 3.4162 3.2771 -1.0197 0.00
H 3.7160 0.8446 -1.5760 0.01
Cl 1.6692 -4.1463 3.0652 0.12
H 3.5194 -3.1696 -4.1494 0.00
H -1.0475 2.3049 -2.3362 0.00
H -2.8171 -1.5418 -2.3312 0.00
H -3.8168 -2.2471 0.4643 0.00
H -4.9137 -0.1828 -2.6111 0.00
H 5.2544 1.7113 -1.4311 0.00
H 1.1823 2.2208 -2.2493 0.00
H -3.1674 1.1743 -2.7999 0.00
C 5.0953 -0.5815 -5.6568 0.00
C 2.9780 1.0014 2.7205 0.00
P 1.9397 2.2027 0.3476 0.01
H 6.6699 0.5740 -4.7611 0.00
C -3.0305 1.5923 -1.7965 0.00
C -3.4043 1.5223 3.4727 0.00
N 2.1182 -2.1444 -6.4891 0.00
H -0.0531 4.2545 -0.6531 0.00
H 5.1212 -0.0596 -6.6054 0.00
C 5.0756 -2.0114 -3.2793 0.00
C 5.9585 -0.2324 -4.6398 0.00
H -2.3061 3.5468 -2.3852 0.00
H 7.1993 -2.3216 -1.5043 0.00
C 4.3711 1.3773 -0.8827 0.02
H 2.3145 0.4203 -5.9644 0.00
C -1.9497 2.6650 -1.8473 0.00
H -3.6142 1.9148 4.4599 0.00
H -1.3115 1.8826 3.6574 0.00
C 0.0459 4.3219 0.4305 0.00
C 1.8757 1.2860 1.9161 0.00
C -3.4070 -1.2810 -1.4434 0.00
H -4.6533 2.9770 -2.0470 0.00
H 2.5657 3.8858 2.7780 0.00
H -0.1100 -4.1336 -2.9951 0.00
H 5.0523 -2.5842 -2.3649 0.00
H -0.4690 -0.3973 3.7009 0.00
H 3.9554 1.3587 2.4345 0.00
C 4.1896 -2.3375 -4.2953 0.00
H -4.1858 2.7270 -0.3635 0.00
H 0.8377 3.6135 2.9455 0.00
H -0.1754 5.3500 0.7267 0.00
H 7.6812 -0.8141 -0.6944 0.00
H 1.4381 5.2394 2.6045 0.00
H -1.6957 2.9719 -0.8342 0.00
C -4.4397 1.0358 2.6840 0.00
C -4.3365 2.2250 -1.3206 0.00
C 1.4470 3.9366 0.8905 0.00
H -5.1482 1.5130 -1.1995 0.00
C -2.8360 0.5746 0.9241 0.00
C 0.2849 -2.0795 -2.6541 0.00
H 5.9615 -1.2780 -0.7562 0.00
P -2.4146 0.1530 -0.7858 0.00
C 0.8203 -0.8851 -3.2105 0.00
H 5.1121 2.6224 1.4221 0.00
H 2.1630 4.5790 0.3669 0.00
H 4.1665 4.1081 1.2681 0.00
C 1.4808 -2.0986 -5.2074 0.00
H 0.9078 -4.1332 -5.2762 0.00
H 3.7117 0.0193 4.4724 0.00
C -4.8380 -1.0108 -1.9088 0.00
H 4.7021 0.6600 -0.1289 0.01
```

=====

4.
DFT (ωB97M-V/def2-TZVPD) results for an isolated ion of composition C4H8ClN4O3S and charge +1 at a distorted geometry.

total charge	+1
2S+1	1
structure (SMILES)	C/C1=N/N/C=[NH+]\[C@@](N)(Cl)S(=O)(=O)O1
energy above the lowest of the compared OMol25 structures with the same formula, charge and spin	315.51	kJ/mol
LUMO	-4.0	eV

Structure (XYZ):
```
21
Properties=species:S:1:pos:R:3:lowdin_charge:R:1
C -2.2466 1.3686 1.1149 0.05
N -0.6800 -0.3944 -1.7649 0.07
Cl 2.8906 -1.1184 0.9732 0.75
O 0.0516 1.6914 0.2585 -0.13
S 1.5656 1.0244 -0.2376 0.75
H -2.5598 2.4236 0.9060 0.12
H -2.9949 0.7052 0.8642 0.06
C -1.1458 1.0695 0.1118 -0.43
H -1.3130 -0.4683 -2.5741 0.20
H 0.1437 -0.0540 2.1061 0.13
H -1.6554 1.1773 2.1253 0.14
H 0.0035 -1.7875 1.7938 0.14
O 1.7685 0.8274 -1.6371 -0.23
H 1.9034 -2.0454 -0.8538 0.11
N -1.2936 0.0602 -0.6324 0.10
O 2.4715 1.8007 0.5559 -0.24
H 0.4485 -1.7905 -2.7371 0.21
C 1.1720 -0.7772 0.5502 -0.84
N 1.0207 -1.6007 -0.6588 0.04
N 0.1685 -0.8453 1.4514 0.10
C 0.2809 -1.2668 -1.7155 -0.10
```